# 1
Here is a structure of composition C41H82FN5O8S2 at a distorted geometry from the OMol25 dataset. Energies are from ωB97M-V/def2-TZVPD.

## Properties
⟨S²⟩: 6.016
F_max in eV Å⁻¹: 2.2
LUMO level (alpha / beta) in eV: 0.3 / -0.1
Gap between HOMO and LUMO (alpha / beta) in eV: 8.60 / 9.06

ORCA input file:
```
! RIJCOSX wB97M-V def2-TZVPD def2/J DEFGRID3
* xyz 0 5
C -2.31 -1.38 -2.92
C -2.17 -1.59 -1.44
O -3.16 -1.73 -0.74
O -0.92 -1.60 -0.89
C -0.07 -2.68 -1.31
C 1.23 -2.14 -1.88
C 1.20 -1.87 -3.38
N 0.72 -0.49 -3.74
S 0.21 -0.50 -5.43
S 1.93 0.64 -3.62
O 1.41 1.92 -3.93
O 3.13 0.26 -4.28
F 2.22 0.61 -2.11
H -1.72 -0.54 -3.26
H -3.35 -1.15 -3.10
H -2.07 -2.27 -3.49
H -0.58 -3.35 -2.00
H 0.18 -3.23 -0.41
H 1.43 -1.24 -1.32
H 2.06 -2.81 -1.69
H 0.65 -2.62 -3.92
H 2.23 -1.96 -3.74
H 1.32 -0.10 -6.06
C 3.23 0.37 1.23
C 2.80 -0.80 2.15
C 2.77 -0.35 3.62
C 4.13 -0.30 4.31
C 4.93 -1.58 4.07
C 5.06 -1.90 2.58
N 3.72 -1.96 1.93
O 3.13 -3.06 2.27
C 5.96 -0.84 1.91
C 5.80 -3.22 2.40
C 1.38 -1.15 1.74
H 3.93 0.05 0.46
H 2.38 0.78 0.69
H 3.68 1.20 1.77
H 2.13 -1.04 4.18
H 2.29 0.63 3.68
H 4.70 0.58 3.97
H 3.99 -0.16 5.39
H 5.92 -1.49 4.51
H 4.43 -2.41 4.58
H 6.04 -1.03 0.84
H 6.96 -0.89 2.34
H 5.61 0.18 2.05
H 5.31 -4.04 2.92
H 6.81 -3.13 2.79
H 5.86 -3.48 1.34
H 1.34 -1.53 0.72
H 0.77 -0.25 1.80
H 0.93 -1.89 2.40
C -3.37 4.13 4.45
C -3.54 2.75 5.15
C -2.22 2.33 5.82
C -1.17 1.74 4.89
C -1.78 0.67 3.98
C -2.99 1.18 3.22
N -4.01 1.74 4.15
O -4.62 0.78 4.76
C -2.54 2.24 2.20
C -3.59 0.06 2.38
C -4.58 2.96 6.24
H -3.85 4.14 3.47
H -3.86 4.92 5.02
H -2.33 4.42 4.32
H -2.45 1.58 6.59
H -1.80 3.19 6.35
H -0.70 2.53 4.29
H -0.37 1.30 5.48
H -1.03 0.31 3.28
H -2.07 -0.19 4.59
H -3.39 2.65 1.66
H -1.87 1.79 1.47
H -1.99 3.07 2.64
H -3.86 -0.81 2.97
H -2.87 -0.26 1.63
H -4.49 0.40 1.85
H -5.55 3.21 5.82
H -4.26 3.78 6.89
H -4.69 2.08 6.88
C 3.09 -8.31 -4.14
C 2.69 -6.83 -4.38
C 3.38 -6.28 -5.63
C 4.84 -5.86 -5.45
C 5.00 -4.98 -4.21
C 4.43 -5.64 -2.96
N 3.00 -6.03 -3.16
O 2.26 -4.98 -3.12
C 5.29 -6.86 -2.59
C 4.56 -4.69 -1.77
C 1.19 -6.85 -4.64
H 3.30 -8.51 -3.09
H 2.29 -8.99 -4.42
H 3.97 -8.61 -4.72
H 2.82 -5.41 -5.99
H 3.31 -7.03 -6.43
H 5.48 -6.74 -5.38
H 5.17 -5.31 -6.33
H 6.05 -4.75 -4.05
H 4.49 -4.02 -4.38
H 4.89 -7.37 -1.71
H 6.31 -6.53 -2.35
H 5.39 -7.59 -3.39
H 4.07 -3.73 -1.95
H 5.61 -4.49 -1.57
H 4.12 -5.13 -0.87
H 0.63 -7.18 -3.77
H 0.98 -7.53 -5.46
H 0.81 -5.87 -4.94
C -4.41 8.51 -0.66
C -5.39 7.48 -1.28
C -6.52 7.14 -0.29
C -6.15 6.13 0.80
C -5.45 4.91 0.21
C -4.24 5.30 -0.65
N -4.63 6.27 -1.71
O -5.28 5.65 -2.64
C -3.14 5.88 0.26
C -3.62 4.05 -1.27
C -6.02 8.18 -2.48
H -3.37 8.25 -0.87
H -4.56 9.50 -1.08
H -4.53 8.60 0.42
H -7.36 6.73 -0.85
H -6.87 8.06 0.17
H -5.51 6.61 1.56
H -7.05 5.82 1.32
H -5.13 4.24 1.01
H -6.16 4.35 -0.40
H -2.28 6.19 -0.32
H -2.81 5.11 0.97
H -3.47 6.72 0.86
H -4.33 3.48 -1.86
H -3.25 3.40 -0.48
H -2.78 4.31 -1.91
H -5.28 8.40 -3.25
H -6.47 9.11 -2.16
H -6.81 7.58 -2.93
*
```



# 2
Here is a cluster of 5 separate species, C41H86BClNO3 in total at a distorted geometry from the OMol25 dataset. Energies are from ωB97M-V/def2-TZVPD.

## Properties
F_max in eV Å⁻¹: 2.4
LUMO level in eV: 2.4
Gap between HOMO and LUMO in eV: 7.99

ORCA input file:
```
! RIJCOSX wB97M-V def2-TZVPD def2/J DEFGRID3
* xyz -1 1
C 2.72 -0.27 -0.41
C 3.78 -0.83 -0.99
C 4.60 0.00 -1.92
O 5.25 0.94 -1.52
O 4.59 -0.35 -3.23
C 3.28 -0.28 -3.87
C 2.95 -1.60 -4.54
C 2.42 -2.64 -3.55
C 1.41 -3.60 -4.15
C 0.04 -2.96 -4.48
C -1.07 -3.25 -3.46
B -1.64 -1.90 -2.66
C -2.76 -2.48 -1.60
C -3.73 -1.77 -1.03
C -2.38 -0.94 -3.78
C -2.22 0.59 -3.57
C -1.03 1.15 -4.36
C -0.32 2.31 -3.69
N 1.01 2.51 -4.33
C -0.33 -1.18 -1.90
C -0.56 -0.56 -0.58
O -0.65 0.63 -0.35
Cl -0.66 -1.66 0.87
H 1.96 -0.90 0.01
H 2.62 0.81 -0.38
H 4.02 -1.87 -0.81
H 3.36 0.51 -4.60
H 2.52 0.00 -3.15
H 2.26 -1.37 -5.34
H 3.89 -1.96 -4.97
H 3.28 -3.22 -3.21
H 2.04 -2.12 -2.68
H 1.25 -4.47 -3.52
H 1.84 -3.96 -5.09
H 0.21 -1.89 -4.65
H -0.27 -3.36 -5.44
H -0.75 -4.01 -2.74
H -1.93 -3.65 -3.99
H -2.72 -3.53 -1.35
H -4.44 -2.28 -0.38
H -3.89 -0.72 -1.19
H -3.45 -1.14 -3.71
H -2.10 -1.15 -4.81
H -3.11 1.07 -3.99
H -2.19 0.89 -2.52
H -0.31 0.33 -4.44
H -1.33 1.37 -5.38
H -0.91 3.22 -3.75
H -0.13 2.01 -2.66
H 1.72 2.38 -3.62
H 1.17 1.78 -5.01
H 0.15 -0.41 -2.50
H 0.41 -1.97 -1.74
C -0.99 -0.08 4.22
C 0.26 -0.07 5.11
C 1.04 -1.38 5.06
C 0.27 -2.61 5.55
C -0.26 -2.51 6.98
C 0.84 -2.36 8.02
H -1.70 -0.84 4.54
H -1.49 0.89 4.27
H -0.73 -0.27 3.18
H -0.03 0.17 6.14
H 0.92 0.74 4.78
H 1.96 -1.27 5.64
H 1.35 -1.56 4.02
H 0.93 -3.48 5.47
H -0.57 -2.80 4.87
H -0.83 -3.41 7.19
H -0.96 -1.67 7.06
H 1.53 -3.20 7.98
H 0.41 -2.33 9.03
H 1.41 -1.44 7.88
C 6.33 -0.34 5.70
C 6.87 0.67 4.68
C 5.85 1.04 3.60
C 5.39 -0.12 2.72
C 6.51 -0.85 1.98
C 7.27 0.04 1.00
H 6.07 -1.29 5.22
H 7.08 -0.55 6.46
H 5.44 0.05 6.20
H 7.78 0.27 4.22
H 7.16 1.58 5.21
H 6.28 1.83 2.98
H 4.97 1.48 4.09
H 4.68 0.27 1.99
H 4.83 -0.84 3.32
H 6.06 -1.68 1.43
H 7.21 -1.30 2.69
H 6.59 0.46 0.26
H 8.03 -0.54 0.47
H 7.78 0.86 1.51
C -3.82 5.20 -5.83
C -2.93 5.39 -7.06
C -1.44 5.31 -6.74
C -0.92 6.39 -5.79
C -1.16 7.83 -6.24
C -0.46 8.18 -7.55
H -3.66 5.99 -5.09
H -4.88 5.23 -6.11
H -3.63 4.24 -5.35
H -3.17 6.34 -7.55
H -3.17 4.61 -7.79
H -0.88 5.36 -7.68
H -1.22 4.33 -6.31
H 0.15 6.23 -5.65
H -1.38 6.25 -4.80
H -0.80 8.50 -5.46
H -2.24 8.02 -6.34
H 0.62 8.03 -7.47
H -0.63 9.22 -7.82
H -0.83 7.57 -8.38
C -6.16 -3.85 7.31
C -6.76 -2.73 6.47
C -6.81 -3.04 4.98
C -5.45 -3.26 4.32
C -4.47 -2.10 4.46
C -4.95 -0.81 3.79
H -5.12 -4.05 7.04
H -6.18 -3.59 8.37
H -6.73 -4.78 7.18
H -6.20 -1.80 6.65
H -7.78 -2.54 6.82
H -7.33 -2.23 4.46
H -7.42 -3.94 4.82
H -5.60 -3.47 3.25
H -4.98 -4.16 4.73
H -3.52 -2.39 4.00
H -4.25 -1.90 5.51
H -5.14 -0.97 2.73
H -4.20 -0.03 3.89
H -5.87 -0.44 4.25
*
```



What is the F_max in the first record?
2.2 eV Å⁻¹



Among the records above, which one has the lowest F_max?
C41H82FN5O8S2



What is the F_max in the first record?
2.2 eV Å⁻¹



Which of these has the lowest F_max?
C41H82FN5O8S2